(1)
123
Properties=species:S:1:pos:R:3 method="wB97M-V/def2-TZVPD" gap_ev=8.53 homo_energy_ha=-0.3051 energy_ev=-75848.100 max_force_ev_per_a=2.15 smiles="COCCCCCCCCc1cnc2c(S)c(CCCCOC=O)c(C)cc2n1.CO.CO.CO.CO.CO.CO.CO.CO.CO.CO"
S -1.53 3.36 0.06
O 4.77 -3.62 -0.77
O -11.73 -0.39 -4.36
O -2.91 3.89 7.23
O -6.60 -4.55 -1.34
O -6.22 -3.00 0.19
O -9.23 -1.98 -1.21
O -5.98 2.60 0.17
O 5.17 5.03 0.25
O 2.23 -6.55 1.21
O 6.06 -0.41 -6.68
O 1.63 2.50 3.75
O 8.09 1.09 2.27
O -3.00 0.68 4.23
N 1.28 2.60 0.44
N 2.39 -0.09 0.46
C 6.19 0.86 -2.64
C -3.47 1.14 5.50
C 5.25 1.80 -0.42
C -1.78 0.59 -0.05
C 0.35 2.02 4.14
C -10.63 -2.08 -0.96
C -10.54 -1.03 -4.79
C -6.12 3.76 -0.64
C -3.27 0.84 -0.28
C 0.15 -0.90 0.18
C -1.18 -0.73 0.01
C 6.47 1.16 -1.13
C -6.32 -1.55 0.35
C 3.09 1.01 0.56
C 6.20 -1.70 -2.28
C 4.71 -2.04 -2.59
C 4.39 -4.90 -0.28
C -6.37 -3.39 -1.08
C 2.36 -7.96 1.42
C 2.55 2.35 0.57
C -4.23 -0.04 0.60
C 4.78 -0.44 -7.31
C 7.59 1.58 3.51
C 0.49 1.48 0.29
C -5.22 -0.75 -0.37
C 1.05 0.20 0.32
C 4.61 0.87 0.67
C 4.47 -3.50 -2.15
C -0.92 1.65 0.11
C -2.01 -2.01 -0.17
C 6.74 -0.52 -3.10
C 5.13 6.21 -0.55
C -1.84 4.68 6.70
H 5.51 2.77 0.05
H -3.93 2.12 5.36
H -9.69 -0.45 -4.44
H 4.96 1.11 1.69
H -2.63 1.24 6.19
H 6.58 -1.12 -7.06
H 6.91 0.30 -0.61
H 5.24 5.91 -1.59
H 4.17 6.72 -0.42
H -10.97 -1.15 -0.51
H -7.09 4.23 -0.46
H 7.26 1.93 -1.15
H 4.89 -0.28 -8.39
H 4.04 -4.76 0.76
H 5.07 5.30 1.17
H 3.23 3.20 0.66
H -10.83 -2.90 -0.27
H -5.33 4.48 -0.42
H 5.22 -5.62 -0.31
H 3.40 -8.23 1.27
H 6.78 -2.59 -2.55
H 1.61 2.61 2.80
H 0.14 1.07 3.65
H -1.31 -2.85 -0.30
H 2.06 -8.22 2.44
H -2.59 -0.18 4.38
H 1.31 -6.33 1.34
H -7.28 -1.27 -0.11
H -3.56 1.88 -0.17
H -1.97 5.73 6.98
H 5.20 -4.11 -2.72
H -3.46 0.59 -1.34
H -6.05 3.47 -1.68
H 3.44 -3.83 -2.36
H -1.86 4.60 5.62
H 6.72 1.61 -3.27
H -3.70 -0.75 1.25
H 7.17 2.57 3.34
H -2.54 -2.22 0.77
H 3.54 -5.33 -0.83
H -2.88 3.97 8.18
H -4.87 0.56 1.26
H 4.88 -0.18 0.48
H 7.84 -0.51 -3.17
H 4.50 2.01 -1.20
H -8.96 -2.82 -1.60
H -2.71 -1.97 -1.00
H 4.18 0.36 -6.89
H 1.74 -8.50 0.71
H -6.43 -1.28 1.41
H -11.17 -2.25 -1.90
H -6.24 -2.69 -1.93
H -0.88 4.31 7.07
H -10.49 -2.04 -4.36
H 8.39 1.66 4.24
H 5.13 0.95 -2.90
H -4.21 0.45 5.90
H 4.29 -1.40 -7.12
H 8.46 0.22 2.43
H 0.34 1.88 5.22
H -6.04 2.88 1.09
H 4.45 -1.89 -3.65
H -4.61 -1.34 -1.07
H -10.52 -1.09 -5.88
H -0.42 2.75 3.87
H -5.70 0.05 -0.95
H -2.32 3.49 1.16
H 4.01 -1.43 -1.99
H 0.56 -1.91 0.22
H 6.39 -0.65 -4.16
H 6.27 -1.57 -1.19
H 5.94 6.88 -0.27
H -12.48 -0.91 -4.67
H 6.80 0.92 3.88

(2)
116
Properties=species:S:1:pos:R:3 method="wB97M-V/def2-TZVPD" gap_ev=8.65 homo_energy_ha=-0.2941 energy_ev=-51613.228 max_force_ev_per_a=2.55 relative_energy_ev=0.000 smiles=CC1(C)CCCC(C)(C)N1O.CC1(C)CCCC(C)(C)N1O.CC1(C)CCCC(C)(C)N1O.COC[C@H](C)N.CCO
O -3.30 -4.88 1.91
O 1.81 4.87 -0.93
O 0.92 0.50 0.72
O -5.83 -3.93 -4.82
O 5.15 1.08 -0.11
N -5.21 -3.85 -3.53
N 4.12 -2.17 -1.54
N 0.90 -0.71 1.46
N 2.02 5.83 0.09
C -1.64 -0.93 1.23
C 4.63 -1.25 -0.53
C 0.20 0.45 3.68
C -4.71 -5.08 1.89
C -5.24 -2.49 -3.00
C 5.49 2.36 -0.60
C 3.16 4.21 1.60
C 1.96 5.19 1.42
C 2.63 0.18 2.91
C 1.94 6.28 2.46
C 1.29 -1.77 3.62
C 5.93 -1.81 0.11
C -4.07 -4.77 -3.51
C 0.03 -2.58 3.37
C 0.70 4.35 1.60
C -4.65 -2.63 -1.60
C -3.37 -4.69 -2.09
C -5.33 -3.83 2.53
C -4.43 -6.27 -3.65
C 2.92 6.95 -0.23
C -6.68 -2.01 -2.84
C -3.28 -3.29 -1.49
C 3.16 7.17 2.38
C 4.27 6.42 -0.74
C -0.06 -1.98 -0.41
C -0.23 -1.55 1.05
C 1.22 -0.39 2.90
C 2.21 7.83 -1.23
C -4.48 -1.43 -3.79
C -0.08 -2.87 1.87
C -2.94 -4.41 -4.50
C 3.12 7.87 1.00
C 4.86 0.15 -1.14
H 4.13 8.25 0.81
H 2.19 -2.28 3.26
H 6.39 2.46 -1.23
H 2.97 3.60 2.50
H -3.53 -6.83 -3.43
H 0.99 -2.23 -0.58
H -7.26 -2.72 -2.26
H -4.96 -6.03 2.35
H -4.61 -1.67 -1.08
H 6.36 -1.15 0.87
H -5.29 -3.36 -5.37
H 5.70 0.10 -1.85
H -1.80 -0.57 2.24
H -2.04 -4.98 -4.31
H -7.18 -1.99 -3.81
H 4.25 5.69 -1.54
H -3.07 -4.84 2.84
H -4.77 -6.41 -4.68
H 3.05 0.15 3.92
H -2.57 -2.73 -2.11
H 0.04 1.42 3.20
H 4.78 -2.25 -2.30
H 0.22 -3.51 3.93
H -3.40 -1.58 -3.78
H 1.42 -1.61 4.69
H -4.77 -1.48 -4.85
H -0.51 -1.30 -1.14
H 2.59 8.83 -1.46
H 3.98 0.48 -1.69
H 1.14 5.31 -1.46
H 0.76 -3.48 1.55
H 4.72 2.69 -1.32
H 3.14 7.99 3.10
H 4.10 6.64 2.56
H -0.65 -2.89 -0.52
H 3.92 -1.25 0.30
H 5.58 -2.67 0.68
H -5.34 -3.01 1.81
H 4.95 7.23 -1.05
H -5.41 -3.13 -0.99
H 2.61 1.14 2.40
H 3.30 -0.49 2.38
H -0.80 0.09 3.91
H -5.07 -5.04 0.86
H 3.16 3.48 0.79
H -2.33 -1.78 1.23
H -4.92 -3.63 3.52
H -1.03 -3.41 1.91
H 6.65 -2.09 -0.65
H -3.18 -4.40 -5.56
H 1.03 6.89 2.40
H 1.20 8.05 -0.86
H -5.29 -6.55 -3.05
H 0.72 3.28 1.41
H 0.69 0.61 4.65
H -6.70 -0.98 -2.48
H 4.21 4.52 1.66
H -1.75 -0.08 0.56
H 3.29 -1.77 -1.95
H 1.81 5.79 3.42
H -0.05 4.81 0.95
H 2.47 8.72 1.11
H -2.39 -5.18 -2.10
H 1.81 0.47 0.34
H 0.38 4.38 2.65
H -4.69 -0.42 -3.45
H 2.14 7.31 -2.19
H -3.94 -5.30 -1.38
H 4.83 6.11 0.15
H -0.87 -2.18 3.83
H 5.53 3.10 0.19
H -6.41 -3.84 2.74
H -2.74 -3.36 -4.28
H -2.99 -3.26 -0.44

(3)
126
Properties=species:S:1:pos:R:3 method="wB97M-V/def2-TZVPD" gap_ev=6.20 homo_energy_ha=-0.1762 energy_ev=-144346.202 charge=-1 max_force_ev_per_a=7.53
Ga 0.67 3.01 -3.04
P 3.64 -3.92 8.15
P 0.94 1.95 4.70
P -1.68 -2.43 -4.65
O 2.02 3.11 4.37
O 3.33 -3.66 9.57
O 2.26 -3.72 7.34
O -4.36 0.61 -2.54
O 3.74 -5.56 8.16
O -0.97 -1.42 -3.84
O 0.89 0.99 -6.79
O 1.93 0.74 4.19
O -0.35 1.22 4.83
O -2.72 -2.85 -5.81
O 4.67 -3.76 6.93
O 1.33 2.01 6.31
O -2.12 -3.56 -3.55
O -0.40 -3.17 -5.35
C -4.48 -3.05 -3.10
C 0.06 0.80 8.00
C 0.79 3.42 -6.48
C -0.74 5.49 -4.00
C 3.75 -4.97 4.98
C 1.36 1.90 -4.62
C -4.01 2.96 -5.50
C -4.43 1.72 -4.67
C -1.92 6.44 -3.74
C 3.20 3.39 5.12
C 2.43 -1.46 6.39
C -4.00 0.76 -1.18
C -1.05 4.04 -3.53
C 4.10 -6.27 9.34
C 0.76 -2.37 -5.64
C -4.14 4.33 -4.82
C 1.75 0.21 2.87
C -2.58 -4.00 -6.65
C -0.15 1.02 -0.63
C 1.85 -2.62 -4.62
C -4.30 1.87 -3.18
C 2.87 -6.91 9.96
C 4.91 -4.74 5.92
C 0.30 2.12 7.30
C -3.32 5.34 -5.66
C 4.26 2.32 5.06
C -3.07 -3.20 -2.54
C -2.90 6.61 -4.91
C 0.26 1.81 -1.43
C 0.49 2.04 -5.85
C -2.74 -5.32 -5.93
C 1.66 -2.41 7.29
C 2.23 1.17 1.79
H 0.64 2.86 8.03
H -4.54 -2.22 -3.80
H 0.15 5.78 -3.44
H -3.38 -3.90 -7.39
H -2.53 7.36 -5.61
H 2.33 -0.71 2.82
H 0.10 0.60 -7.18
H 2.67 -1.91 -4.76
H -1.65 -3.96 -7.20
H -0.57 1.95 -5.63
H 0.93 0.52 8.60
H -3.82 7.04 -4.48
H -5.19 -2.87 -2.29
H -0.62 2.50 6.86
H -5.11 2.52 -2.80
H 4.60 -5.61 10.05
H -0.14 3.90 -6.80
H -2.41 4.83 -5.99
H -2.47 6.06 -2.87
H 1.58 -2.00 8.30
H -2.92 0.85 -1.06
H 2.94 -5.51 5.48
H 0.49 -1.32 -5.69
H -3.36 2.35 -2.89
H 0.70 -0.04 2.71
H 4.45 2.01 4.03
H 1.46 -2.52 -3.61
H 4.82 -7.04 9.05
H 3.60 4.30 4.68
H -1.48 3.47 -4.36
H -0.66 0.36 0.04
H -3.04 -3.98 -1.79
H 1.62 2.08 1.78
H -3.85 5.60 -6.59
H 5.26 -5.67 6.35
H 1.73 4.14 -2.59
H -2.82 -6.12 -6.66
H 5.19 2.70 5.49
H 1.90 -0.51 6.29
H 2.17 0.71 0.81
H 2.56 -1.89 5.39
H -5.43 1.36 -4.92
H 1.43 3.33 -7.36
H 3.97 1.43 5.63
H 0.65 -2.55 6.91
H 1.11 -2.66 -6.64
H 4.07 -5.57 4.13
H -0.47 5.54 -5.05
H 2.96 3.65 6.15
H -4.40 -0.07 -0.59
H -3.73 4.38 -3.82
H 1.29 4.04 -5.75
H -1.72 4.09 -2.67
H -3.75 0.91 -4.95
H -0.81 0.85 8.65
H 3.11 -7.34 10.94
H -0.09 0.00 7.27
H 2.07 -6.19 10.08
H 3.35 -4.03 4.61
H -1.52 7.42 -3.47
H -2.76 -2.27 -2.06
H 2.50 -7.71 9.32
H -4.68 2.99 -6.37
H 1.37 0.83 -4.36
H -4.77 -3.96 -3.64
H 2.24 -3.63 -4.72
H -3.64 -5.32 -5.31
H 5.75 -4.35 5.34
H 2.37 2.24 -4.84
H 3.43 -1.26 6.79
H -1.89 -5.53 -5.29
H -3.01 2.82 -5.92
H -5.18 4.68 -4.88
H 3.26 1.48 1.98
H -4.43 1.70 -0.81

(4)
129
Properties=species:S:1:pos:R:3 method="wB97M-V/def2-TZVPD" gap_ev="7.94 / 1.62" multiplicity=2 homo_energy_ha="-0.3829 / -0.3829" energy_ev=-71565.384 charge=+1 max_force_ev_per_a=4.88 s2=0.756
O 5.61 -7.51 -0.29
O 1.49 1.00 3.29
O -3.41 -3.72 0.52
O -1.63 -6.33 0.33
O -1.12 1.42 1.78
O -2.08 4.11 4.09
O 10.73 1.12 5.36
O 2.84 -4.41 2.50
O 2.66 -1.74 -1.16
O 4.59 -1.62 3.98
O 4.83 5.85 9.27
O 2.50 -3.92 8.49
O 5.82 1.60 5.13
O -3.03 -7.89 -1.76
N 1.11 -0.21 -1.26
N 5.86 3.92 9.86
N 11.12 -0.32 3.77
N 2.86 -5.19 6.67
N 5.57 -6.68 1.78
C 3.06 -4.11 7.37
C 12.11 -0.74 2.71
C 0.59 0.03 2.72
C 1.69 -5.97 6.99
C -2.01 -8.38 -1.01
C 11.52 0.55 4.64
C 5.19 -7.51 0.84
C 3.80 -3.34 2.38
C -2.01 -7.67 0.41
C 5.50 4.88 8.94
C 0.02 -1.25 -1.24
C 4.47 -0.37 4.59
C 5.29 -6.93 3.16
C 5.63 4.01 11.27
C 0.67 1.17 -1.18
C 6.60 2.82 9.43
C -3.22 -8.55 -3.03
C 5.87 0.22 4.73
C 9.79 -0.94 3.49
C -2.79 4.58 5.20
C 2.19 1.77 2.32
C -0.96 0.25 2.59
C -3.08 -3.80 -0.80
C 1.79 -4.16 1.56
C -2.37 2.92 3.25
C 2.34 -0.58 -0.95
C 6.50 -5.67 1.43
C 7.11 2.19 5.21
C -3.30 -4.92 1.36
C -1.92 -5.48 1.48
C 3.38 -5.25 5.32
C 3.50 -2.20 3.35
C -1.16 2.70 2.37
H -1.66 -6.02 2.40
H -1.17 -4.70 1.55
H 4.14 -4.48 5.19
H 12.30 -1.77 2.98
H -0.17 1.30 -1.85
H 7.68 2.04 4.29
H 1.46 1.90 -1.35
H -3.62 -4.64 2.36
H 2.93 -2.71 4.12
H -3.22 -2.88 -1.37
H 0.80 -5.57 6.50
H 6.71 -4.97 2.24
H -1.01 -8.19 -1.41
H 6.06 -4.98 0.71
H -2.91 3.79 5.94
H -2.35 -8.75 -3.67
H 3.83 -6.23 5.17
H -0.31 2.96 3.00
H -2.00 -3.72 -0.97
H -1.30 -0.61 2.02
H 6.51 3.66 11.82
H 4.73 -3.82 2.70
H 2.92 0.33 -0.73
H -3.75 4.89 4.79
H 8.95 -0.94 4.18
H -2.31 5.46 5.63
H 6.49 -0.33 5.44
H 7.72 1.89 6.06
H 0.22 -2.22 -0.78
H 0.77 -0.76 3.45
H 0.25 1.43 -0.20
H 6.51 2.77 8.34
H -3.97 -7.98 -3.58
H 2.86 -1.44 2.90
H -1.45 0.35 3.55
H 6.14 1.92 9.85
H 11.74 -0.79 1.68
H 4.23 -7.06 3.39
H 1.44 -5.04 1.02
H -2.69 2.01 3.75
H 12.58 0.87 4.65
H 9.96 -1.99 3.28
H -0.87 -1.02 -0.65
H 1.57 -6.07 8.07
H 4.48 -8.29 1.16
H -3.48 -4.70 -1.26
H -3.63 -9.52 -2.73
H -1.37 -8.19 1.12
H 1.46 2.24 1.66
H 2.59 -5.19 4.56
H 3.90 0.38 4.05
H 2.01 -3.63 0.63
H 4.06 -3.08 1.36
H 7.40 -6.07 0.97
H 13.05 -0.21 2.54
H 1.79 -6.98 6.59
H 6.33 0.35 3.76
H 3.74 -3.34 6.96
H 9.57 -0.50 2.52
H 2.68 2.54 2.92
H 3.80 -0.38 5.44
H 5.77 4.64 7.89
H 7.65 2.79 9.72
H -1.10 3.50 1.64
H 2.95 1.19 1.79
H -3.05 -7.61 0.75
H 1.08 -3.57 2.14
H -4.07 -5.67 1.22
H 5.64 -6.04 3.69
H -3.27 3.13 2.68
H 5.45 5.04 11.57
H 5.80 -7.78 3.61
H 4.81 3.41 11.67
H -0.40 -1.46 -2.22
H -2.10 -9.45 -0.84
H 0.92 -0.30 1.73
H 6.99 3.27 5.34